# C25H59B2N3O4P

2 unconnected molecules or ions with the total composition C25H59B2N3O4P at a distorted geometry (the ωB97M-V functional and the def2-TZVPD basis, the Open Molecules 2025 dataset).

Structure (XYZ):
```
94
Properties=species:S:1:pos:R:3:forces:R:3
C 2.59036 3.25003 5.06222 -0.614 -1.289 -1.362
C 2.10699 2.39644 4.04694 0.004 1.062 2.193
C 0.64701 1.79836 4.03664 2.287 -1.312 0.359
B -0.39319 2.53541 2.99088 -1.098 -0.138 -0.366
C -1.92049 2.29768 3.63070 0.275 -0.528 0.987
C -0.29938 1.92699 1.43169 -0.558 -0.200 -0.838
C -1.48883 0.93982 1.04273 0.676 -0.545 -0.105
C -1.27617 0.20774 -0.36106 -0.047 0.308 0.569
C -1.11042 1.20728 -1.58946 0.321 -1.203 -0.308
C -0.40516 0.46726 -2.82846 -0.065 0.509 -0.088
C 1.16305 0.28039 -2.58560 -0.640 0.691 -0.336
C 1.97983 1.65891 -2.81494 -0.377 -1.910 -0.040
C 3.47716 1.25342 -3.16263 -0.349 0.681 -0.836
C 4.54010 2.43722 -3.06593 0.377 -0.146 0.617
C 4.25884 3.50218 -1.91518 1.583 0.057 -0.030
C 4.85009 2.98674 -0.50985 -0.241 0.997 0.576
C 3.75808 2.87365 0.64581 1.561 0.107 -0.686
O 2.99652 1.67194 0.41221 0.706 -0.034 1.248
C 3.66479 0.51754 0.95804 0.184 -0.805 -0.438
B -0.15706 4.19101 2.84724 -0.281 0.695 0.041
O 1.01909 4.80222 2.21683 -0.716 0.159 1.474
O -1.21590 5.05723 3.34617 2.556 0.546 0.081
C -0.69841 6.27068 3.92231 -1.479 1.400 0.241
C -0.52463 7.45965 2.84796 1.117 -1.155 -0.027
H 2.07524 3.30409 6.07400 0.382 0.240 -1.587
H 3.50767 3.89943 4.92406 -0.907 -1.177 0.247
H 2.81700 2.13730 3.20564 -1.200 0.722 0.669
H 0.75017 0.70869 3.67629 -0.159 1.205 0.485
H 0.25105 1.73028 5.09985 0.479 0.355 -1.082
H -1.89366 2.73231 4.69251 -0.424 -0.350 -1.389
H -2.07538 1.17051 3.78033 -0.243 1.358 -0.309
H -2.74098 2.77046 3.01189 0.660 -0.616 0.862
H 0.69193 1.38818 1.29094 -1.058 0.566 -0.135
H -0.33517 2.80417 0.69570 0.282 -1.170 0.671
H -1.52603 0.12464 1.84425 -0.115 0.968 -1.060
H -2.50640 1.44063 1.03790 1.210 -0.359 0.097
H -2.17761 -0.47902 -0.52368 1.264 0.746 -0.065
H -0.34384 -0.44335 -0.24677 -1.182 0.752 -0.291
H -2.14480 1.53566 -1.91409 1.206 -0.041 0.413
H -0.44736 2.09163 -1.31920 -1.086 -1.032 -0.215
H -0.90756 -0.53040 -3.07446 0.611 1.184 0.580
H -0.56901 1.11962 -3.75523 0.344 -0.830 1.046
H 1.54578 -0.52316 -3.30563 -0.334 0.976 1.119
H 1.29796 -0.00293 -1.49763 0.110 -0.044 -1.328
H 1.49541 2.15134 -3.71236 0.635 -0.087 1.160
H 1.86285 2.23290 -1.84776 0.293 -0.401 -1.361
H 3.46898 0.91385 -4.25765 0.023 0.239 1.463
H 3.78104 0.34762 -2.55876 -0.252 1.140 -0.394
H 4.72360 2.98693 -4.04491 -0.624 -0.797 1.019
H 5.54382 1.94735 -2.80860 -1.197 0.764 -0.439
H 4.88484 4.42529 -2.17855 -0.931 -1.145 0.248
H 3.19212 3.86404 -1.84875 1.125 -0.676 -0.021
H 5.62866 3.74774 -0.14982 -0.980 -0.969 -0.487
H 5.41150 2.00493 -0.60517 -0.808 1.087 -0.032
H 4.32848 2.83308 1.63675 -0.930 -0.092 -1.053
H 3.11891 3.80790 0.65617 0.270 -1.400 -0.017
H 4.51886 0.18478 0.26782 -0.899 0.498 0.958
H 2.94817 -0.37098 0.99470 0.669 1.444 -0.036
H 4.07525 0.69494 2.00466 -0.527 -0.090 -1.226
H 1.58242 5.14835 2.94273 -0.323 -0.260 -0.672
H 0.23664 6.10269 4.55114 -0.944 0.146 -0.945
H -1.50045 6.63385 4.65667 1.050 -0.632 -0.807
H -1.01228 8.42873 3.16913 0.568 -1.142 -0.402
H 0.60204 7.58020 2.70285 -1.513 0.274 0.046
H -0.91389 7.07754 1.84981 0.269 0.658 1.337
O -2.34459 -3.88513 0.05764 2.855 -2.417 2.134
P -2.37302 -5.23779 -0.67531 -5.316 2.913 -4.464
N -1.90360 -4.53505 -2.17486 1.121 0.792 -0.527
C -2.34308 -4.84630 -3.51602 -0.047 -0.800 0.018
C -0.51889 -4.05970 -2.21664 -0.015 0.396 0.417
N -4.09064 -5.39017 -0.53072 -1.394 -0.719 0.360
C -4.98699 -4.71131 -1.45510 0.290 0.027 -0.411
C -4.58267 -5.16561 0.83323 0.328 0.033 0.133
N -2.34725 -6.85478 -1.39019 2.043 -0.214 1.913
C -1.03542 -7.47267 -1.53274 0.158 0.226 -0.140
C -3.41444 -7.61618 -2.00207 -0.750 -0.441 0.647
H -1.84210 -5.73174 -3.93140 0.008 -0.085 -0.164
H -2.13168 -4.00951 -4.18922 0.197 0.053 0.267
H -3.41573 -4.99634 -3.59291 -0.040 -0.137 0.209
H 0.17980 -4.88277 -2.41735 0.089 0.023 -0.169
H -0.23109 -3.59627 -1.27094 -0.155 -0.072 0.016
H -0.38336 -3.29467 -2.98637 -0.115 -0.087 -0.026
H -4.71441 -3.65979 -1.60478 -0.069 0.044 -0.063
H -6.02337 -4.74775 -1.10503 0.214 -0.034 0.289
H -5.01430 -5.21998 -2.41916 0.127 0.072 -0.136
H -4.67201 -4.09802 1.06425 0.082 -0.053 0.086
H -3.91024 -5.61476 1.56841 -0.012 0.081 -0.032
H -5.56440 -5.62890 0.96950 0.028 -0.062 -0.197
H -0.66753 -7.39355 -2.56231 0.038 -0.109 -0.048
H -1.05363 -8.52904 -1.24849 -0.032 0.034 -0.014
H -0.30661 -6.98753 -0.87828 -0.018 0.024 -0.093
H -3.70199 -7.21579 -2.97709 0.003 0.174 0.008
H -4.29955 -7.67357 -1.36781 0.051 0.239 -0.103
H -3.11547 -8.65694 -2.17028 0.336 0.136 0.095
```
Forces are in eV/Å.

Properties
HOMO level: -3.963 eV
E_LUMO: 0.730 eV
Frontier orbital gap: 4.693 eV
E: -50179.604 eV
Charge: -1

Atom-resolved charges from Löwdin, all expressed in e: number 1, C, carries -0.069; number 2, C, carries -0.166; number 3, C, carries -0.146; number 4, B, carries -0.665; number 5, C, carries -0.112; number 6, C, carries -0.138; number 7, C, carries -0.227; number 8, C, carries -0.219; number 9, C, carries -0.200; number 10, C, carries -0.225; number 11, C, carries -0.211; number 12, C, carries -0.200; number 13, C, carries -0.211; number 14, C, carries -0.215; number 15, C, carries -0.198; number 16, C, carries -0.171; number 17, C, carries -0.218; number 18, O, carries -0.243; number 19, C, carries -0.123; number 20, B, carries -0.441; number 21, O, carries 0.031; number 22, O, carries -0.031; number 23, C, carries -0.261; number 24, C, carries -0.091; number 25, H, carries 0.048; number 26, H, carries 0.032; number 27, H, carries 0.069; number 28, H, carries 0.102; number 29, H, carries 0.096; number 30, H, carries 0.057; number 31, H, carries 0.053; number 32, H, carries 0.055; number 33, H, carries 0.090; number 34, H, carries 0.089; number 35, H, carries 0.108; number 36, H, carries 0.107; number 37, H, carries 0.105; number 38, H, carries 0.097; number 39, H, carries 0.106; number 40, H, carries 0.097; number 41, H, carries 0.093; number 42, H, carries 0.096; number 43, H, carries 0.105; number 44, H, carries 0.094; number 45, H, carries 0.111; number 46, H, carries 0.093; number 47, H, carries 0.108; number 48, H, carries 0.103; number 49, H, carries 0.099; number 50, H, carries 0.100; number 51, H, carries 0.101; number 52, H, carries 0.104; number 53, H, carries 0.108; number 54, H, carries 0.095; number 55, H, carries 0.115; number 56, H, carries 0.129; number 57, H, carries 0.083; number 58, H, carries 0.100; number 59, H, carries 0.089; number 60, H, carries 0.075; number 61, H, carries 0.117; number 62, H, carries 0.115; number 63, H, carries 0.060; number 64, H, carries 0.065; number 65, H, carries 0.085; number 66, O, carries -0.289; number 67, P, carries 0.765; number 68, N, carries -0.307; number 69, C, carries -0.133; number 70, C, carries -0.135; number 71, N, carries -0.357; number 72, C, carries -0.135; number 73, C, carries -0.153; number 74, N, carries -0.320; number 75, C, carries -0.146; number 76, C, carries -0.125; number 77, H, carries 0.075; number 78, H, carries 0.088; number 79, H, carries 0.049; number 80, H, carries 0.068; number 81, H, carries 0.073; number 82, H, carries 0.074; number 83, H, carries 0.092; number 84, H, carries 0.081; number 85, H, carries 0.050; number 86, H, carries 0.081; number 87, H, carries 0.071; number 88, H, carries 0.074; number 89, H, carries 0.075; number 90, H, carries 0.077; number 91, H, carries 0.074; number 92, H, carries 0.069; number 93, H, carries 0.081; number 94, H, carries 0.079